(1)
The following is a quantum chemistry calculation of the ion CH6FN4 with charge +1 at a distorted geometry, from the OMol25 dataset.

Properties
HOMO energy ... -13.830 eV
M ... 93.085 g mol⁻¹
Gap between HOMO and LUMO ... 10.13 eV
Total charge ... +1
Max |F| ... 4.43 eV/A
Energy above the lowest of the compared OMol25 structures with the same formula, charge and spin ... 44.9 kcal/mol
SMILES ... N/[NH+]=C\N(N)F
Lowest unoccupied orbital energy ... -3.70 eV

```
12
CH6FN4, DFT wB97M-V/def2-TZVPD
C 0.019 0.725 0.248
N 2.334 0.251 -0.117
N 1.050 -0.075 0.175
N -1.288 0.481 0.079
N -2.081 -0.646 -0.020
F 0.719 -1.386 0.061
H 0.386 1.789 0.255
H 2.863 -0.110 0.697
H -1.898 1.350 0.317
H 2.655 -0.407 -0.921
H -1.648 -1.285 -0.705
H -3.111 -0.686 -0.069
```

***

(2)
The following is a quantum chemistry calculation of a cluster of 2 separate species, CH4OS in total at a distorted geometry, from the OMol25 dataset.

Properties
HOMO energy (alpha / beta) ... -9.426 / -9.425 eV
M ... 64.109 g mol⁻¹
Gap between HOMO and LUMO (alpha / beta) ... 9.65 / 9.65 eV
Total charge ... 0
Max |F| ... 3.75 eV/A
Energy above the lowest of the compared OMol25 structures with the same formula, charge and spin ... 43.0 kcal/mol
Lowest unoccupied orbital energy (alpha / beta) ... 0.22 / 0.22 eV

```
7
CH4OS, DFT wB97M-V/def2-TZVPD
C -0.108 0.333 -0.468
O 1.522 -0.880 -0.080
S -1.569 -0.385 0.041
H 0.258 1.222 0.004
H 0.116 0.192 -1.512
H 1.546 -0.842 0.882
H -1.764 0.361 1.133
```

***

(3)
The following is a quantum chemistry calculation of a structure of composition C5H8O2, from the OMol25 dataset.

Properties
HOMO energy ... -9.060 eV
M ... 100.117 g mol⁻¹
Gap between HOMO and LUMO ... 9.84 eV
Total charge ... 0
Max |F| ... 0.40 eV/A
Energy above the lowest of the compared OMol25 structures with the same formula, charge and spin ... 56.4 kcal/mol
Lowest unoccupied orbital energy ... 0.78 eV

```
15
C5H8O2, DFT wB97M-V/def2-TZVPD
C 1.795 -0.099 0.685
C 0.578 0.173 -0.139
C -0.102 -0.781 -1.080
C -0.859 -0.180 0.076
O -1.416 -0.921 1.097
C -1.139 1.286 -0.199
O 0.255 1.516 -0.513
H 2.676 -0.334 0.079
H 1.597 -0.943 1.354
H 2.019 0.775 1.301
H -0.313 -0.480 -2.105
H 0.164 -1.827 -0.941
H -2.023 -1.561 0.705
H -1.807 1.546 -1.029
H -1.425 1.829 0.709
```

***

(4)
The following is a quantum chemistry calculation of a structure of composition C4H2BeO2 at a distorted geometry, from the OMol25 dataset.

Properties
HOMO energy (alpha / beta) ... -1.576 / -2.096 eV
M ... 91.070 g mol⁻¹
Gap between HOMO and LUMO (alpha / beta) ... 5.05 / 5.57 eV
<S²> ... 0.780
Total charge ... -1
Max |F| ... 4.54 eV/A
Lowest unoccupied orbital energy (alpha / beta) ... 3.47 / 3.47 eV
2S+1 ... 2

```
9
C4H2BeO2, DFT wB97M-V/def2-TZVPD
O -1.221 1.591 -0.221
C -1.777 0.365 -0.101
C -1.015 -0.801 -0.065
C 0.226 -1.021 0.411
H -2.871 0.350 -0.214
C 1.662 -0.575 0.291
O 2.069 0.225 -0.740
Be 0.448 0.936 -0.203
H 2.479 -1.071 0.843
```

***

(5)
The following is a quantum chemistry calculation of a structure of composition C47H59BMoN6O3S3, from the OMol25 dataset.

Properties
HOMO energy (alpha / beta) ... -13.195 / -13.204 eV
M ... 958.981 g mol⁻¹
Gap between HOMO and LUMO (alpha / beta) ... 6.31 / 5.05 eV
<S²> ... 2.032
Total charge ... +2
Max |F| ... 0.78 eV/A
Energy above the lowest of the compared OMol25 structures with the same formula, charge and spin ... 21.3 kcal/mol
Lowest unoccupied orbital energy (alpha / beta) ... -6.89 / -8.16 eV
2S+1 ... 3

```
120
C47H59BMoN6O3S3, DFT wB97M-V/def2-TZVPD
Mo 1.917 1.159 0.463
C -1.829 4.321 -0.282
C -1.798 2.830 -0.285
C -2.860 2.053 0.082
C -2.772 0.638 0.081
N -1.657 0.034 -0.248
N -0.618 0.791 -0.606
B 0.602 0.046 -1.166
N 0.847 0.422 -2.623
N -0.223 0.503 -3.424
C -0.005 0.783 -4.681
C 1.321 0.949 -5.175
C 2.402 0.918 -4.340
C 3.807 1.145 -4.783
C 2.100 0.689 -2.969
S 3.234 0.783 -1.673
C -1.206 0.905 -5.599
C -1.138 -0.220 -6.640
C -1.154 2.271 -6.301
C -2.508 0.799 -4.810
N 0.603 -1.468 -0.950
N -0.207 -2.116 -1.799
C -0.208 -3.427 -1.779
C 0.617 -4.136 -0.869
C 1.436 -3.476 0.000
C 2.326 -4.174 0.973
C 1.422 -2.057 -0.080
S 2.521 -1.115 0.862
C -1.160 -4.141 -2.727
C -0.588 -5.495 -3.160
C -1.415 -3.282 -3.966
C -2.470 -4.368 -1.960
C -0.612 2.138 -0.624
S 0.894 2.905 -0.963
C -3.973 -0.259 0.340
C -5.084 0.486 1.082
C -3.554 -1.478 1.164
C -4.485 -0.699 -1.039
H -2.800 4.682 0.047
H -1.056 4.717 0.379
H -1.631 4.715 -1.280
H -3.783 2.523 0.388
H 1.468 1.130 -6.230
H 3.853 1.273 -5.862
H 4.216 2.037 -4.306
H 4.443 0.306 -4.501
H -0.244 -0.153 -7.260
H -1.155 -1.200 -6.162
H -2.001 -0.153 -7.302
H -0.269 2.386 -6.926
H -2.022 2.376 -6.950
H -1.173 3.088 -5.579
H -2.600 -0.162 -4.308
H -2.581 1.582 -4.054
H -3.346 0.910 -5.496
H 0.604 -5.216 -0.874
H 2.228 -5.252 0.874
H 3.368 -3.898 0.811
H 2.070 -3.893 1.996
H 0.402 -5.396 -3.606
H -0.535 -6.210 -2.340
H -1.245 -5.929 -3.913
H -0.501 -3.158 -4.549
H -2.154 -3.774 -4.598
H -1.788 -2.296 -3.699
H -2.306 -4.975 -1.068
H -2.915 -3.423 -1.653
H -3.180 -4.895 -2.596
H -4.737 0.887 2.036
H -5.507 1.295 0.488
H -5.897 -0.209 1.292
H -3.270 -1.176 2.173
H -4.395 -2.164 1.247
H -2.724 -2.010 0.703
H -4.867 0.152 -1.603
H -3.691 -1.162 -1.624
H -5.297 -1.415 -0.920
O -0.510 0.043 2.476
C -0.309 0.894 3.606
C 0.710 1.969 3.198
O 1.257 2.749 3.898
O 0.955 1.946 1.828
C -1.639 1.549 3.958
C -1.942 2.867 3.644
C -3.195 3.386 3.942
C -4.153 2.593 4.553
C -3.856 1.273 4.868
C -2.606 0.757 4.573
C 0.303 0.134 4.777
C 1.000 -1.047 4.553
C 1.581 -1.723 5.617
C 1.478 -1.215 6.903
C 0.796 -0.027 7.125
C 0.210 0.647 6.067
H -1.143 -0.637 2.742
H -1.199 3.518 3.200
H -3.412 4.422 3.719
H -5.121 3.005 4.803
H -4.592 0.654 5.363
H -2.368 -0.261 4.862
H 1.091 -1.441 3.549
H 2.113 -2.646 5.440
H 1.927 -1.743 7.732
H 0.715 0.373 8.125
H -0.321 1.572 6.247
C 5.970 1.208 3.767
C 6.145 1.629 2.300
C 6.587 3.098 2.219
C 7.169 0.722 1.601
C 4.857 1.498 1.629
C 3.763 1.436 1.084
H 6.929 1.304 4.276
H 5.642 0.172 3.845
H 5.245 1.843 4.274
H 7.549 3.201 2.719
H 5.869 3.750 2.714
H 6.701 3.421 1.185
H 8.130 0.822 2.105
H 7.298 1.007 0.558
H 6.866 -0.323 1.647
```

***

(6)
The following is a quantum chemistry calculation of an isolated molecule of C6H12O, from the OMol25 dataset.

Properties
HOMO energy ... -9.567 eV
M ... 100.161 g mol⁻¹
Gap between HOMO and LUMO ... 10.52 eV
Total charge ... 0
Max |F| ... 0.37 eV/A
Energy above the lowest of the compared OMol25 structures with the same formula, charge and spin ... 24.4 kcal/mol
SMILES ... C[C@H]1OCC1(C)C
Lowest unoccupied orbital energy ... 0.95 eV

```
19
C6H12O, DFT wB97M-V/def2-TZVPD
C -1.153 -1.422 -1.137
C -0.983 -0.021 -0.572
O -1.776 0.159 0.619
C -0.604 0.136 1.443
C 0.312 0.322 0.221
C 0.689 1.790 0.037
C 1.538 -0.575 0.122
H -2.221 -1.656 -1.165
H -0.750 -1.496 -2.155
H -0.661 -2.175 -0.513
H -1.253 0.726 -1.333
H -0.493 -0.833 1.952
H -0.596 0.944 2.187
H -0.196 2.427 0.146
H 1.121 1.968 -0.955
H 1.427 2.097 0.789
H 2.019 -0.490 -0.861
H 1.304 -1.630 0.299
H 2.275 -0.271 0.876
```

***

(7)
The following is a quantum chemistry calculation of a structure of composition C4H10O2, from the OMol25 dataset.

Properties
HOMO energy ... -8.036 eV
M ... 90.122 g mol⁻¹
Gap between HOMO and LUMO ... 8.89 eV
Total charge ... 0
Max |F| ... 0.40 eV/A
Energy above the lowest of the compared OMol25 structures with the same formula, charge and spin ... 109.9 kcal/mol
Lowest unoccupied orbital energy ... 0.85 eV

```
16
C4H10O2, DFT wB97M-V/def2-TZVPD
C -0.690 -1.040 -1.856
O -0.303 0.034 -1.030
C -0.896 -0.024 0.265
C -0.200 1.019 1.132
C 1.181 0.700 1.650
O 2.085 0.051 0.203
H -1.778 -1.047 -2.011
H -0.192 -0.907 -2.818
H -0.388 -2.004 -1.421
H -0.767 -1.032 0.689
H -1.975 0.177 0.172
H -0.222 1.974 0.589
H -0.792 1.177 2.046
H 2.318 0.928 0.710
H 1.166 -0.247 2.203
H 1.452 0.241 -0.523
```

***

(8)
The following is a quantum chemistry calculation of an isolated molecule of C3H9N3O at a distorted geometry, from the OMol25 dataset.

Properties
HOMO energy ... -8.872 eV
M ... 103.125 g mol⁻¹
Gap between HOMO and LUMO ... 9.69 eV
Total charge ... 0
Max |F| ... 3.52 eV/A
Energy above the lowest of the compared OMol25 structures with the same formula, charge and spin ... 21.4 kcal/mol
SMILES ... NC[C@@H](N)C(N)=O
Lowest unoccupied orbital energy ... 0.82 eV

```
16
C3H9N3O, DFT wB97M-V/def2-TZVPD
C 0.318 -0.789 0.099
C 1.004 0.069 -0.961
C -1.013 0.093 0.371
N -2.053 -0.221 -0.458
N 1.106 -0.914 1.306
N 0.846 1.526 -0.549
O -1.172 0.684 1.422
H 0.058 -1.770 -0.306
H -2.985 0.030 -0.168
H -1.936 -0.881 -1.207
H 0.584 -1.415 2.020
H 1.277 -0.007 1.732
H 1.422 1.735 0.260
H -0.026 2.043 -0.588
H 2.068 -0.150 -1.045
H 0.503 -0.034 -1.927
```